{
  "formula": "C32H43F25N2O28S5Zr",
  "method": "ωB97M-V/def2-TZVPD",
  "species": ["Zr", "S", "S", "S", "S", "S", "F", "F", "F", "F", "F", "F", "F", "F", "F", "F", "F", "F", "F", "F", "F", "F", "F", "F", "F", "F", "F", "F", "F", "F", "F", "O", "O", "O", "O", "O", "O", "O", "O", "O", "O", "O", "O", "O", "O", "O", "O", "O", "O", "O", "O", "O", "O", "O", "O", "O", "O", "O", "O", "N", "N", "C", "C", "C", "C", "C", "C", "C", "C", "C", "C", "C", "C", "C", "C", "C", "C", "C", "C", "C", "C", "C", "C", "C", "C", "C", "C", "C", "C", "C", "C", "C", "C", "H", "H", "H", "H", "H", "H", "H", "H", "H", "H", "H", "H", "H", "H", "H", "H", "H", "H", "H", "H", "H", "H", "H", "H", "H", "H", "H", "H", "H", "H", "H", "H", "H", "H", "H", "H", "H", "H", "H", "H", "H", "H", "H"],
  "coordinates": [[4.208090, -1.166641, 1.590461], [-0.002320, 1.346146, 0.277990], [5.873229, 2.989636, 3.995553], [-0.438472, 0.883145, 2.405653], [2.526013, 5.339325, -5.263018], [7.436245, 1.383888, 4.763468], [-6.928809, 4.161917, 1.934805], [-6.602809, -4.882724, 2.412041], [-1.390766, -5.125920, 3.540604], [2.716693, -3.469319, 8.336875], [-9.268479, -1.702737, -7.868492], [-1.725467, -7.157896, 2.839740], [8.606095, 3.208688, -1.692964], [-8.792170, 0.224564, -6.946964], [-7.173450, 2.170017, 0.954773], [-7.035627, -3.174714, 3.658387], [7.548029, -0.246826, 4.786699], [4.342862, 8.355294, 5.329549], [-7.656164, -5.208526, 4.291034], [0.249105, 0.339793, 3.749984], [2.441800, 7.850319, 6.179955], [0.240033, -6.640433, 3.610510], [9.757258, 1.369978, -1.944850], [-8.473592, 3.804040, 0.402747], [3.764548, -1.695876, 7.726069], [9.748874, 2.717272, -3.565981], [3.115294, 9.914554, 6.235643], [4.660179, -2.961369, 9.163049], [4.848332, 3.259217, 2.839811], [1.366324, 1.265047, -0.572445], [-10.576304, -0.867216, -6.291854], [2.524834, 8.095054, 3.232458], [-1.104150, -6.237702, 0.434949], [7.207742, 1.640479, 6.182619], [6.367800, -3.933529, 0.529955], [1.486266, 6.228508, -4.716795], [6.848756, 1.155861, -2.190967], [7.045780, 3.774146, 3.652835], [2.085518, 10.310483, 3.883424], [-8.978488, -5.056395, 1.554659], [-0.028505, 2.811384, 0.333324], [7.575644, 1.589004, -4.340859], [0.484009, -4.791938, 1.444678], [-8.827449, -2.867178, -5.317881], [-6.440646, 4.645392, -1.209446], [5.141163, 3.332034, 5.137883], [-4.893518, 3.567654, 0.081559], [-0.890373, 0.421174, -0.457695], [4.484847, -3.412754, 5.671790], [-9.637552, -3.396220, 2.997371], [1.824489, 3.977063, -5.877315], [-0.544419, 2.214814, 2.936981], [3.637652, 4.953490, -4.410738], [-1.658087, 0.039855, 2.308404], [2.913499, 5.875600, -6.795678], [4.385867, -3.275382, -1.345221], [5.179644, -4.878427, 7.327623], [-7.366538, -1.136996, -5.283831], [8.723047, 1.664692, 4.139739], [5.942506, 1.423587, 3.715610], [0.880750, 0.539852, 1.604281], [9.007614, 2.224224, -2.548057], [6.534706, 0.924914, -5.039110], [-10.213832, -5.029926, 0.737735], [-1.946662, -6.657952, -1.752406], [1.990813, 5.483882, -7.794872], [-5.109861, 4.331109, -3.199064], [5.424491, -4.224487, -1.733719], [-0.991578, -5.809185, -0.880954], [-8.826580, -4.245351, 2.600882], [3.906613, -2.943190, 8.026881], [1.515623, 4.107254, -7.293907], [-5.548994, 5.324977, -2.105670], [2.498548, 9.165601, 4.086749], [-0.826793, -6.215632, 2.924657], [-9.304949, -1.021027, -6.733317], [-10.371464, -6.132435, -0.293987], [4.586000, -3.710677, 6.883917], [1.838426, 8.135100, 1.969100], [-6.038133, 3.917420, -0.167999], [-0.394140, -5.657738, 1.505244], [-8.447025, -1.780833, -5.733514], [-6.400675, -1.862873, -4.427832], [6.608450, -6.900270, 7.320044], [0.277219, 8.245180, 2.289938], [-7.204115, 3.470250, 0.815999], [6.645724, 1.298048, -6.466524], [6.291460, -4.870570, -0.570739], [-6.839282, -1.879943, -2.954127], [5.906502, -5.844330, 6.486981], [7.702762, 1.542332, -3.014283], [-7.454115, -4.374873, 3.248912], [3.082396, 8.816943, 5.482463], [-10.163030, -4.112749, 0.150954], [-5.881111, 3.753335, -3.708422], [0.445798, 3.968958, -7.450263], [-4.670910, 5.780437, -1.647818], [5.210874, -6.351706, 5.818564], [7.655706, -6.719792, 7.562513], [7.301245, -5.098295, -0.912170], [2.195712, 9.051506, 1.499362], [6.437304, 2.337072, -6.721655], [5.897457, -5.827649, -0.228881], [6.161339, -3.614549, -2.256346], [-11.372306, -6.064471, -0.720348], [5.549288, 1.100230, -4.607474], [-0.036316, -6.064559, -1.339603], [-4.666091, 4.849451, -4.049060], [1.243372, 6.277102, -7.810544], [-1.883763, -6.419161, -2.814062], [-1.212866, -4.742936, -0.928532], [7.655857, 1.081096, -6.813887], [-0.137069, 7.348848, 2.751535], [-5.373631, -1.531812, -4.581719], [2.349562, 5.489730, -8.824127], [-11.113760, -5.037925, 1.352691], [1.836817, 3.310325, -7.964608], [-7.113025, -0.886360, -2.599211], [-5.955980, -2.142420, -2.371910], [-4.476620, 3.522863, -2.833231], [-6.216503, 6.119111, -2.440168], [2.186983, 7.340263, 1.309679], [-0.264198, 8.411300, 1.358607], [-6.341144, -2.906579, -4.736443], [-10.299087, -7.117640, 0.166695], [5.238818, -5.059595, -2.409153], [6.651164, -7.853188, 6.792581], [-7.641819, -2.595044, -2.773378], [-2.981519, -6.403138, -1.523864], [6.705318, -0.147646, -4.946308], [6.708337, -5.337836, 5.949750], [-9.589701, -5.947332, -1.030655], [5.953168, 0.637801, -6.988580], [6.020889, -7.128966, 8.209184], [-1.812583, -7.733392, -1.635902], [0.144212, 9.083119, 2.974236]],
  "forces_ev_per_a": [[-0.225, 0.880, 0.327], [3.771, 0.351, -5.293], [-1.498, 3.030, -2.568], [-1.805, -2.410, 9.320], [-2.003, 0.385, -0.117], [2.304, -3.861, 1.057], [-0.585, -0.870, 0.155], [1.433, -0.613, -0.445], [0.695, -1.220, -0.111], [0.165, -0.197, -0.387], [-0.497, 0.120, -0.315], [-0.269, -0.619, 0.202], [0.938, -0.609, -0.862], [-0.597, -0.858, -0.093], [0.056, -0.402, 0.753], [0.116, -0.661, 0.198], [-0.750, 0.235, -0.366], [-0.227, 0.421, -0.091], [0.809, 0.214, 0.193], [0.175, -1.759, 0.942], [-0.254, 0.712, -0.753], [-0.532, 0.248, -0.188], [1.048, -1.240, 1.432], [1.352, -0.180, 0.429], [-0.416, 1.275, -0.876], [-0.764, 0.290, 0.612], [-0.042, -0.262, -0.192], [-0.220, -0.524, -0.702], [-0.430, 0.304, -0.966], [0.367, -0.634, -0.969], [1.053, -0.361, -0.540], [0.551, 0.617, 1.995], [1.024, 0.137, 4.159], [0.066, 0.343, -2.721], [-0.637, -2.946, -3.715], [2.352, -1.916, -1.335], [2.629, 0.535, -2.489], [-1.114, -1.180, 0.425], [0.983, -3.075, 0.046], [-0.385, -0.781, -0.275], [-1.591, -2.929, 0.198], [0.979, 0.249, 1.300], [-2.466, -2.458, -0.274], [0.636, 1.517, -1.061], [-0.647, -0.289, 1.591], [-0.553, 0.370, 1.614], [-2.185, 0.815, -0.453], [1.391, 2.676, 1.831], [0.357, -0.451, 3.973], [1.929, -2.434, -0.962], [0.566, 0.595, -0.530], [-0.967, 0.412, -2.107], [-1.565, 0.774, -2.223], [2.769, 1.964, -0.916], [1.900, 0.250, 1.640], [3.690, -4.181, -1.091], [-0.513, 1.525, 0.222], [0.599, -0.087, -0.565], [-2.387, 0.210, 0.666], [3.827, -0.396, 2.132], [-3.087, 1.688, -3.079], [-1.214, 1.434, -0.800], [-0.583, -0.641, 0.643], [-0.531, 0.803, 0.134], [-0.917, 0.769, 0.409], [-1.171, 0.191, 1.036], [-0.211, -0.018, -0.529], [-4.238, 3.457, 0.012], [-0.075, -0.345, -2.252], [-3.151, 2.852, -0.431], [0.787, -0.393, 1.868], [-1.411, 0.124, -0.584], [-0.083, -0.990, -0.974], [-1.397, 1.304, -1.543], [-0.139, 1.939, -1.020], [0.358, 1.562, 0.293], [1.113, -0.053, 0.822], [0.827, -2.652, -4.238], [-1.615, 1.727, 0.580], [1.834, -0.764, -0.240], [1.355, 1.058, -1.839], [0.016, -2.110, 2.867], [-1.015, -1.171, 0.543], [-0.368, -0.611, 0.596], [1.537, -0.378, -0.756], [0.056, 1.935, -1.766], [0.095, -0.112, -0.908], [2.700, 3.598, 5.260], [0.589, 0.523, -0.470], [0.351, 0.394, -0.234], [-3.196, -0.328, 1.000], [-1.759, 0.429, 0.410], [0.871, -0.929, 0.437], [-0.141, 0.313, 0.471], [-0.852, 0.395, 0.451], [-0.306, 0.561, 0.614], [-0.148, -0.296, 0.487], [-0.139, 0.483, -0.081], [-0.250, 0.578, 0.267], [0.040, 0.243, -0.356], [-0.391, 0.202, -0.213], [-0.184, -0.037, 0.316], [-1.393, 0.040, -0.197], [0.812, 0.435, 0.610], [0.155, 0.266, -0.123], [0.103, 0.426, 0.148], [0.625, 0.567, 0.638], [0.560, 0.153, 0.295], [-0.598, -0.358, 0.217], [0.558, 0.120, 0.026], [0.159, -0.019, -0.243], [-0.016, -0.061, -0.094], [0.329, -0.107, -0.022], [-0.497, 1.028, -0.162], [0.968, -0.313, 0.414], [0.403, 0.356, 0.484], [1.285, -0.314, 0.852], [-0.194, 0.001, -0.131], [-0.058, -0.269, 0.106], [0.484, 0.523, 0.284], [0.364, -0.019, -0.487], [-0.230, -0.423, 0.710], [-0.025, 0.156, 0.059], [-0.450, -0.031, -0.368], [0.235, -0.065, -0.169], [-1.276, 0.026, 0.057], [-0.242, 0.080, -0.402], [0.063, 0.149, -0.076], [-0.108, -0.243, 0.304], [0.101, -0.141, 0.105], [-0.538, 0.400, -0.392], [-0.225, -0.624, -0.319], [-0.010, 0.174, -0.339], [0.201, 0.160, 0.214], [0.186, 0.132, 0.186], [-0.091, 0.009, -0.252]],
  "charge": 0,
  "gap_ev": 2.38,
  "homo_energy_ev": -9.39,
  "multiplicity": 1,
  "lumo_ha": -0.25781
}

***

{
  "formula": "C30H30N2O5S",
  "method": "ωB97M-V/def2-TZVPD",
  "species": ["S", "O", "O", "O", "O", "O", "N", "N", "C", "C", "C", "C", "C", "C", "C", "C", "C", "C", "C", "C", "C", "C", "C", "C", "C", "C", "C", "C", "C", "C", "C", "C", "C", "C", "C", "C", "C", "C", "H", "H", "H", "H", "H", "H", "H", "H", "H", "H", "H", "H", "H", "H", "H", "H", "H", "H", "H", "H", "H", "H", "H", "H", "H", "H", "H", "H", "H", "H"],
  "coordinates": [[-3.947040, 3.375307, 0.639310], [-1.724286, 1.411176, 0.651127], [-4.684334, 4.405300, 1.407773], [-0.119176, 3.030370, 0.426536], [5.631846, 1.612868, 2.884548], [0.036348, 0.414496, 3.909970], [1.478874, -2.061209, 3.156954], [-0.416958, -3.121556, 3.311334], [-5.533109, 3.519044, -3.685259], [-4.941857, -0.268372, 2.968153], [-1.409685, 2.598291, 0.541572], [2.631681, -0.135445, 4.118811], [-5.172785, 2.294101, -3.113050], [5.696822, 2.743245, 3.787685], [-7.017398, 0.196895, 4.134249], [-0.576318, -0.614052, 3.540784], [-2.324800, 3.723369, 0.499919], [-2.759904, 0.372724, 3.981848], [4.647141, 0.689852, 3.072023], [2.235626, 2.496712, 0.358567], [0.564340, -4.073674, 3.081604], [-1.806308, -3.508183, 3.459498], [-6.308092, 0.896807, 5.124530], [-4.975067, 4.650280, -1.613605], [0.849902, 1.986645, 0.694096], [2.518343, -1.105317, 3.128579], [-4.611998, 3.428041, -1.049149], [-2.022807, -0.555786, 3.325947], [1.731743, -3.423238, 2.975617], [3.675214, 0.783458, 4.094433], [-6.329714, -0.377723, 3.057101], [4.588593, -0.371987, 2.133911], [-5.429320, 4.696745, -2.937923], [-4.923245, 1.002354, 5.046654], [0.132477, -1.884264, 3.342197], [-4.704933, 2.248370, -1.796326], [-4.210320, 0.383866, 3.988681], [3.526387, -1.259232, 2.169757], [-2.252654, 1.105060, 4.616342], [-1.945966, 4.736465, 0.464848], [-4.412872, 1.304329, -1.338355], [-5.706047, 5.656042, -3.379234], [4.796945, 3.371394, 3.705873], [5.369974, -0.460743, 1.380827], [-4.902531, 5.553319, -1.009993], [2.423351, 3.492280, 0.776028], [2.977511, 1.801872, 0.760797], [-8.102125, 0.104362, 4.201347], [0.778230, 1.706734, 1.756316], [-6.842119, 1.351849, 5.960240], [3.717228, 1.578687, 4.841828], [0.600537, 1.107709, 0.082884], [-2.310630, -2.926637, 4.239033], [-4.355025, 1.540334, 5.809074], [0.330396, -5.121587, 3.024351], [-5.891703, 3.553832, -4.716388], [2.371461, 2.536103, -0.727894], [-1.807642, -4.566987, 3.742024], [-5.253078, 1.370156, -3.688072], [6.572017, 3.296368, 3.447703], [5.831829, 2.422526, 4.831381], [-2.347228, -3.420105, 2.505958], [-6.873248, -0.916282, 2.279269], [2.717452, -3.810612, 2.816064], [-4.404276, -0.676078, 2.108366], [-2.436061, -1.263981, 2.610799], [3.472204, -2.069317, 1.442425], [1.906109, -0.075588, 4.921441]],
  "forces_ev_per_a": [[-0.523, -2.210, 0.149], [0.786, -0.529, 0.072], [-0.495, 1.134, 0.232], [1.347, -1.106, 0.228], [-0.381, -0.209, 0.584], [-0.794, -2.486, -0.558], [-1.305, -1.139, 0.021], [0.590, 0.061, -0.177], [0.075, -0.069, 0.091], [-0.050, 0.109, 0.484], [-2.547, 1.988, 0.013], [0.219, 0.072, 0.166], [0.039, 0.223, 0.167], [-0.080, -0.399, -0.326], [0.466, 0.073, 0.125], [-0.303, 3.916, 0.610], [1.920, -0.914, -0.100], [0.285, -0.307, -0.074], [-0.335, 0.303, -0.057], [-0.034, 0.032, -0.199], [-0.728, 0.537, 0.063], [-0.796, -0.514, 0.094], [-0.129, -0.199, -0.282], [-0.190, -0.225, -0.492], [-0.452, 0.384, -0.071], [1.114, 0.674, 0.197], [0.133, 0.546, -0.454], [0.412, -0.142, -0.139], [-0.036, 0.919, 0.201], [0.457, -0.138, -0.626], [0.204, 0.114, 0.082], [-0.026, 0.394, 0.469], [0.070, -0.133, 0.311], [0.457, -0.336, -0.455], [1.501, -1.561, -0.245], [-0.116, 0.360, 0.052], [-1.159, 0.134, -0.295], [0.029, 0.242, 0.016], [-0.024, -0.357, -0.112], [-0.112, 0.000, -0.228], [-0.011, 0.170, -0.056], [0.058, -0.271, 0.074], [0.228, -0.234, -0.044], [-0.218, 0.087, 0.184], [-0.025, -0.166, -0.075], [-0.091, -0.179, -0.037], [0.041, 0.028, -0.004], [0.314, 0.051, -0.026], [-0.006, 0.018, -0.217], [0.158, -0.099, -0.286], [-0.025, -0.377, -0.289], [0.062, 0.146, 0.245], [0.213, -0.126, -0.299], [-0.239, -0.133, -0.186], [-0.014, 0.030, 0.003], [0.095, -0.002, 0.303], [0.013, 0.141, 0.172], [-0.039, 0.285, 0.006], [0.008, 0.258, 0.103], [-0.158, 0.000, 0.149], [0.008, 0.016, -0.323], [0.203, 0.098, 0.353], [0.107, 0.248, 0.205], [0.166, 0.113, 0.036], [-0.284, 0.161, 0.244], [-0.191, 0.260, 0.394], [-0.021, 0.281, 0.078], [0.161, -0.047, -0.245]],
  "charge": 0,
  "gap_ev": 3.18,
  "e_above_lowest_ev": 0.948,
  "homo_energy_ev": -5.19,
  "multiplicity": 1,
  "lumo_ha": -0.07376
}

***

{
  "formula": "C2H9N2",
  "method": "ωB97M-V/def2-TZVPD",
  "species": ["N", "N", "C", "C", "H", "H", "H", "H", "H", "H", "H", "H", "H"],
  "coordinates": [[1.149343, 0.150671, 2.114571], [-0.032449, -0.177636, -0.634961], [0.393772, 0.659452, -1.651927], [-1.461049, -0.677573, -0.870330], [-0.342783, 0.958590, -2.312771], [1.368601, 1.217269, -1.514858], [-1.942706, -1.138413, 0.010033], [1.865720, 0.806347, 2.471219], [-1.678027, -1.231749, -1.748333], [1.561710, -0.738892, 2.086263], [0.498614, 0.074390, 2.872163], [0.650356, -0.142134, 0.120277], [-2.031102, 0.239678, -0.941347]],
  "forces_ev_per_a": [[0.224, 1.680, -0.181], [0.687, 3.437, -6.738], [0.479, -2.199, 6.327], [-0.373, 1.300, 2.764], [-0.994, 0.251, -1.905], [-1.138, -1.038, -0.397], [0.972, -0.202, -0.310], [-0.435, -0.520, -0.472], [0.860, -0.771, -0.779], [1.054, -1.489, 0.045], [-0.715, 0.134, 0.332], [-0.499, -0.878, 1.513], [-0.122, 0.295, -0.199]],
  "charge": 1,
  "gap_ev": 9.39,
  "e_above_lowest_ev": 1.977,
  "homo_energy_ev": -15.04,
  "multiplicity": 1,
  "lumo_ha": -0.20770
}

***

Number 3 is which compound? C2H9N2